Molecular formula: C5H8N2
Method: DFT, ωB97M-V with the def2-TZVPD basis set

The geometry in XYZ format:
```
15
Properties=species:S:1:pos:R:3:mulliken_charge:R:1
H -2.73444 -0.23166 -2.66027 0.319
H 0.97640 -1.73412 0.26599 0.393
N -0.36951 -0.59031 -1.00908 0.088
C 0.76315 -0.68366 -0.24281 -0.238
H 2.51604 2.03070 2.77384 0.326
H 1.21218 1.20556 3.61768 0.316
C -1.19194 -0.99792 -1.73001 0.490
C 1.29010 1.02997 1.70134 0.415
H -2.91693 -1.75883 -1.92059 0.332
C 1.41472 1.90640 2.74917 -0.786
H -2.19313 -1.76428 -3.63970 0.400
H 1.67676 -0.52046 -0.91876 0.353
N 0.97028 0.38677 0.78709 0.039
C -2.28905 -1.25577 -2.57612 -0.835
H 0.87538 2.97762 2.80222 0.390
```

ΔE to the lowest compared entry with this formula, charge and spin   10.29 kcal per mole
Charge   +2
Structure (SMILES)   CC#[N+]C[N+]#CC
LUMO energy   -0.3193 Ha